Below is a 14-piece molecular cluster, C26H60F9N4O24PS2 overall at a distorted geometry, with properties calculated with ωB97M-V/def2-TZVPD.

Values from the calculation:
- F_max (eV Å⁻¹) = 6.23
- total energy (eV) = -138451.35921
- frontier orbital gap (eV) = 7.99
- M (g/mol) = 1078.86

ORCA input file:
```
! wB97M-V def2-TZVPD RIJCOSX def2/J DEFGRID3
* xyz 0 1
N -28.90848 -12.87941 19.92141
H -28.44538 -12.62889 19.05950
H -29.15081 -12.04197 20.43138
H -28.16521 -13.38877 20.37769
H -29.74381 -13.42808 19.77557
N -31.79401 -13.92321 15.70701
H -31.06147 -14.44669 15.24934
H -32.57951 -14.27881 15.18106
H -31.67222 -12.94063 15.50752
H -31.70630 -14.22951 16.66544
N -28.41672 -15.21195 16.73921
H -28.00644 -14.35240 17.07527
H -29.28401 -15.32250 17.24487
H -27.82515 -15.99674 16.97214
H -28.65517 -15.23591 15.75806
N -28.68240 -11.98934 15.22167
H -27.99287 -12.27737 15.90115
H -28.98027 -12.90600 14.91981
H -28.53950 -11.50053 14.34946
H -29.47728 -11.47129 15.56792
C -26.04698 -12.23073 17.77595
O -27.22893 -12.87864 17.45542
H -25.96846 -11.17685 17.50897
H -26.07467 -12.15331 18.86284
H -25.22558 -12.86577 17.44409
C -28.85743 -14.86507 13.11387
O -29.24018 -14.50500 14.38544
H -29.19880 -14.13136 12.38364
H -27.82323 -15.20034 13.03548
H -29.36446 -15.78717 12.82970
C -31.20252 -15.35989 19.42466
O -31.10168 -14.44492 20.55502
O -30.70459 -14.64082 18.28648
C -30.49355 -16.76608 19.89390
F -30.83495 -17.65389 18.91091
F -29.08813 -16.67787 19.97333
F -30.99699 -17.23769 21.12516
C -32.28219 -14.24659 21.39857
C -33.66227 -13.76999 20.87947
H -34.18008 -14.46564 20.21914
H -34.30477 -13.66986 21.75427
H -33.55443 -12.84573 20.31183
H -31.95028 -13.46336 22.08011
H -32.40011 -15.03712 22.13968
H -32.25499 -15.56279 19.22659
P -33.93579 -14.74941 13.11894
F -33.67041 -14.73177 11.50533
F -32.53090 -15.45454 13.39589
F -33.21409 -13.26395 13.23438
F -34.20195 -14.77074 14.70002
F -35.44357 -14.05989 12.87877
F -34.60968 -16.22838 13.08534
C -26.55720 -6.75377 18.25614
C -27.78787 -7.55531 17.78083
C -27.68308 -9.04540 17.78887
O -28.89248 -9.52093 18.36558
C -29.55423 -8.40096 18.94571
O -30.66318 -8.33851 19.49888
O -28.74930 -7.40109 18.75642
H -26.33482 -6.63315 19.31637
H -26.65148 -5.75823 17.82242
H -25.69147 -7.09417 17.68803
H -28.14689 -7.25672 16.79593
H -26.77159 -9.33763 18.31029
H -27.43632 -9.39960 16.78799
C -23.16144 -18.50136 15.96098
C -24.36910 -19.08742 15.24947
C -25.07971 -20.18773 16.05010
O -26.31244 -19.52237 16.50059
C -26.36837 -18.26058 15.97350
O -27.35827 -17.54577 16.23275
O -25.31822 -17.94981 15.27557
H -22.37227 -19.22613 16.16103
H -23.38049 -18.17127 16.97644
H -22.67569 -17.64546 15.49239
H -24.11041 -19.52382 14.28472
H -24.44296 -20.54441 16.85969
H -25.27980 -21.02286 15.37881
C -24.95042 -16.03509 18.87432
C -25.53038 -16.32727 20.28136
C -24.59530 -15.94906 21.42949
O -25.37562 -15.09089 22.30393
C -26.50043 -14.87412 21.69562
O -27.32780 -14.12741 22.26734
O -26.55988 -15.34499 20.45491
H -24.67251 -14.98240 18.82226
H -25.68608 -16.46074 18.19188
H -24.08816 -16.68977 18.74779
H -25.86459 -17.36435 20.31075
H -23.64415 -15.45960 21.22014
H -24.39448 -16.83149 22.03701
C -27.03929 -20.59426 11.86274
C -26.52988 -19.26139 11.14058
C -26.89609 -17.94044 11.95505
O -25.87080 -17.09332 11.98792
C -24.81632 -17.88191 11.83553
O -23.61509 -17.51083 12.06777
O -25.17184 -19.14618 11.37774
H -26.47279 -21.42339 11.43880
H -28.11580 -20.72645 11.75427
H -26.81449 -20.50228 12.92533
H -26.85986 -19.19211 10.10404
H -27.04459 -18.21319 12.99988
H -27.75326 -17.52050 11.42874
C -28.21668 -19.73013 22.18579
C -27.13795 -20.66082 22.74076
O -26.19183 -20.78464 21.64319
S -26.75663 -20.35670 20.13942
O -27.13770 -21.58042 19.43010
O -25.77686 -19.45768 19.50768
O -28.09235 -19.60958 20.82121
H -27.98617 -18.74243 22.58506
H -29.26993 -19.98586 22.30146
H -27.58429 -21.62600 22.98016
H -26.56822 -20.19876 23.54699
C -25.10135 -14.46082 14.21519
C -23.65056 -14.08793 14.14693
O -23.58801 -13.08873 13.02875
S -25.08342 -12.34113 12.74079
O -25.53444 -12.76717 11.40237
O -25.00340 -10.93478 13.08622
O -25.72857 -13.24045 14.03349
H -25.34191 -14.92089 15.17361
H -25.28138 -15.12288 13.36822
H -23.11802 -15.02940 14.01222
H -23.31053 -13.63029 15.07593
*
```

=====

Below is C17H19AsClCoNO4Se as an isolated structure, with properties calculated with ωB97M-V/def2-TZVPD.

Values from the calculation:
- F_max (eV Å⁻¹) = 0.82
- total energy (eV) = -203951.11028
- frontier orbital gap (spin up / spin down) (eV) = 5.55 / 5.56
- M (g/mol) = 549.61

ORCA input file:
```
! wB97M-V def2-TZVPD RIJCOSX def2/J DEFGRID3
* xyz -1 1
Co -0.15201 -0.38285 0.48611
O 2.63556 -1.77119 1.05198
C 2.69207 -0.81659 0.27146
O 1.72191 -0.13347 -0.18033
C 4.06937 -0.37803 -0.21360
C 5.16602 -1.19766 0.03413
C 6.43096 -0.82449 -0.38790
C 6.56402 0.38623 -1.04784
C 5.49539 1.22874 -1.30432
C 4.23712 0.83019 -0.88321
N 7.90600 0.79593 -1.49591
O 8.84128 0.05410 -1.25486
O 8.02135 1.87912 -2.03957
H 5.00048 -2.12342 0.56713
H 7.29655 -1.44405 -0.21311
H 5.65343 2.16343 -1.81942
H 3.36877 1.44793 -1.06401
C -1.21466 -0.11904 3.95183
As 0.21918 -0.76124 2.79494
C 0.30739 -2.63208 3.29913
C 1.76255 -0.07719 3.78146
H -1.07225 -0.45687 4.97934
H -2.15242 -0.49634 3.54792
H -1.23520 0.97072 3.92743
H 0.46246 -2.73598 4.37372
H 1.13345 -3.08453 2.75328
H -0.62482 -3.10378 2.99319
H 1.63996 -0.26065 4.84951
H 1.86683 0.99443 3.61058
H 2.64951 -0.58427 3.40797
Cl -1.86572 3.27820 -5.17860
C -1.46477 2.75403 -3.56068
C -2.47681 2.57485 -2.63073
C -2.14993 2.16287 -1.35204
C -0.82403 1.93394 -0.97126
C -0.47814 1.49703 0.40147
C 0.16540 2.10943 -1.94233
C -0.14271 2.51791 -3.23015
H -3.50700 2.74717 -2.91165
H -2.93798 1.98566 -0.63040
H -1.26248 1.78067 1.10490
H 0.47608 1.93696 0.71008
H 1.19472 1.89782 -1.68092
H 0.63325 2.64888 -3.97236
Se -2.19231 -1.24922 0.56130
*
```

=====

Below is a 2-piece molecular cluster, C6H14NO overall at a distorted geometry, with properties calculated with ωB97M-V/def2-TZVPD.

Values from the calculation:
- F_max (eV Å⁻¹) = 3.14
- ⟨S²⟩ = 0.755
- total energy (eV) = -9983.14746
- frontier orbital gap (spin up / spin down) (eV) = 8.46 / 5.10
- M (g/mol) = 116.18
- energy above the lowest of the compared OMol25 structures with the same formula, charge and spin (kcal/mol) = 35.14

ORCA input file:
```
! wB97M-V def2-TZVPD RIJCOSX def2/J DEFGRID3
* xyz 0 2
C 0.33699 1.51147 -1.36748
O 0.30905 0.41624 -0.43824
C -1.05651 1.89522 -1.88811
C -1.47123 1.00145 -3.03137
H 0.90426 1.26037 -2.29344
H 0.76498 2.40502 -0.87497
H -1.07571 2.93414 -2.30712
H -1.71118 1.79388 -1.03119
H -2.58454 0.86460 -3.08211
H -0.98950 0.00873 -2.82948
H -1.10862 1.33923 -4.02961
C 1.74740 -0.72629 1.88178
C 0.58001 -1.58504 2.22518
C 0.29652 -2.08640 3.43621
N -0.24306 -1.68452 1.09515
H 1.38285 0.30415 1.71926
H 2.20667 -1.07903 0.94607
H 2.49573 -0.72068 2.68654
H -0.68971 -2.51617 3.57821
H 1.12920 -2.13523 4.11947
H -0.12465 -0.92415 0.33871
H -1.09896 -2.27702 1.14652
*
```

=====

Q: Which value of F_max does entry 2 give?
A: 0.82 eV Å⁻¹